1.
This record from the Open Molecules 2025 dataset describes a cluster of 5 separate species, C34H30O20 in total at a distorted geometry. The level of theory is wB97M-V/def2-TZVPD.

Geometry as XYZ:
```
84
Properties=species:S:1:pos:R:3:mulliken_charge:R:1
C -1.572 4.639 6.267 -0.8981
C -1.359 5.062 4.696 0.1665
C -2.254 6.347 4.270 -1.0172
C -1.457 3.823 3.664 0.4010
C -1.036 4.270 2.150 -0.9244
C -2.856 2.994 3.710 -0.0983
O -3.947 3.680 4.381 -0.3788
C -4.834 4.363 3.502 0.7692
C -5.931 4.966 4.205 -0.3589
C -6.747 5.683 3.040 0.2659
O -7.836 6.259 3.266 -0.5140
O -5.981 5.548 1.838 -0.3447
C -4.849 4.642 1.926 0.2522
O -4.129 4.280 0.970 -0.6120
H -2.714 4.748 6.448 0.2419
H -1.074 5.389 6.987 0.3735
H -1.311 3.544 6.480 -0.0632
H -0.257 5.431 4.648 0.5282
H -3.070 6.610 5.033 0.2860
H -1.597 7.295 4.137 0.2329
H -2.793 6.198 3.255 0.1114
H -0.622 3.077 3.981 0.1549
H -1.490 5.271 1.837 0.2322
H 0.125 4.331 2.143 0.3778
H -1.287 3.413 1.423 0.1590
H -2.642 2.032 4.340 -0.0302
H -3.096 2.614 2.653 0.2707
H -6.088 4.915 5.331 0.3879
O -4.080 -0.712 -4.200 -0.6214
C -3.672 -0.075 -3.243 1.1955
C -4.466 0.981 -2.606 -0.7663
C -3.979 1.670 -1.569 0.2895
O -4.718 2.652 -0.972 -0.5406
C -2.620 1.393 -1.030 0.7775
O -2.199 2.048 -0.098 -0.3956
C -1.834 0.321 -1.652 -1.2694
C -2.322 -0.368 -2.684 0.2398
O -1.602 -1.371 -3.271 -0.4753
H -5.451 1.171 -3.011 0.4585
H -4.170 3.031 -0.236 0.3122
H -0.855 0.120 -1.237 0.4603
H -2.172 -1.710 -3.991 0.3840
O 0.727 -3.282 -6.194 -0.6188
C 1.411 -3.607 -5.239 1.0611
C 2.500 -4.585 -5.349 -0.7499
C 3.216 -4.927 -4.277 0.1093
O 4.234 -5.834 -4.365 -0.5689
C 2.939 -4.338 -2.937 0.8887
O 3.603 -4.690 -1.975 -0.6236
C 1.867 -3.343 -2.831 -0.8917
C 1.152 -2.997 -3.904 0.1686
O 0.151 -2.069 -3.820 -0.4411
H 2.690 -5.007 -6.327 0.4213
H 4.593 -5.911 -3.458 0.2968
H 1.688 -2.911 -1.856 0.4469
H -0.210 -1.997 -4.725 0.4036
O -1.873 1.633 6.200 -0.6063
C -1.145 0.704 6.515 1.0359
C 0.305 0.859 6.669 -0.8972
C 1.069 -0.185 6.998 0.3513
O 2.417 -0.054 7.147 -0.5688
C 0.483 -1.538 7.217 0.8307
O 1.213 -2.473 7.499 -0.6041
C -0.970 -1.688 7.086 -0.7638
C -1.735 -0.644 6.760 0.2073
O -3.088 -0.768 6.638 -0.5968
H 0.717 1.845 6.505 0.4680
H 2.740 -0.947 7.384 0.3457
H -1.385 -2.671 7.265 0.4275
H -3.410 0.123 6.395 0.3358
O 8.740 -7.098 -9.890 -0.6085
C 8.036 -6.454 -9.129 0.9779
C 7.463 -7.032 -7.909 -0.7965
C 6.683 -6.300 -7.110 0.4188
O 6.147 -6.824 -5.972 -0.5622
C 6.366 -4.878 -7.427 0.9611
O 5.635 -4.242 -6.685 -0.5546
C 6.959 -4.293 -8.634 -0.9881
C 7.740 -5.024 -9.431 0.3483
O 8.300 -4.493 -10.555 -0.5648
H 7.699 -8.065 -7.693 0.4317
H 5.622 -6.098 -5.569 0.2825
H 6.735 -3.255 -8.843 0.4188
H 8.817 -5.220 -10.956 0.3475
```

Computed properties:
- 2S+1: 1
- HOMO-LUMO gap: 7.73 eV
- E_HOMO: -0.3574 hartree
- Net charge: 0

---

2.
This record from the Open Molecules 2025 dataset describes a structure of composition C34H31AuNP3S3 at a distorted geometry. The level of theory is wB97M-V/def2-TZVPD.

Geometry as XYZ:
```
73
Properties=species:S:1:pos:R:3:mulliken_charge:R:1
Au 0.688 0.555 -1.887 0.9285
S 3.117 -0.126 -1.556 -0.4789
P 2.405 -0.203 0.326 1.6702
C 0.736 0.222 0.185 -1.0482
P -0.454 -1.046 0.293 0.3105
S -0.514 -2.231 -1.293 -0.2536
C -0.322 -1.939 1.871 1.0883
C -0.290 -3.325 1.899 -0.5191
C -0.272 -3.991 3.121 -0.6717
C -0.280 -3.272 4.308 -0.5216
C -0.309 -1.882 4.281 -0.6819
C -0.333 -1.216 3.066 -0.3843
C -2.056 -0.187 0.527 0.3426
C -2.130 1.160 0.858 -0.2707
C -3.372 1.763 1.048 -0.6391
C -4.539 1.030 0.885 -0.6029
C -4.468 -0.317 0.549 -0.6330
C -3.233 -0.923 0.379 -0.6622
C 2.777 -1.789 1.105 0.5159
C 3.035 -1.881 2.472 -0.2609
C 3.277 -3.122 3.045 -0.6984
C 3.266 -4.264 2.256 -0.5058
C 3.013 -4.174 0.893 -0.7609
C 2.768 -2.938 0.313 -0.5341
C 3.196 1.043 1.386 0.0960
C 4.572 1.251 1.296 -0.4236
C 5.185 2.211 2.087 -0.7434
C 4.426 2.968 2.971 -0.4498
C 3.056 2.762 3.064 -0.7809
C 2.439 1.801 2.270 0.1066
H -0.283 -3.875 0.964 0.3874
H -0.250 -5.074 3.141 0.4435
H -0.269 -3.795 5.257 0.4013
H -0.320 -1.321 5.208 0.4313
H -0.372 -0.132 3.036 0.2068
H -1.210 1.725 0.970 0.6320
H -3.427 2.811 1.325 0.4842
H -5.502 1.506 1.020 0.4009
H -5.377 -0.893 0.422 0.4341
H -3.169 -1.974 0.117 0.4217
H 3.048 -0.986 3.081 0.3906
H 3.477 -3.195 4.107 0.4252
H 3.463 -5.230 2.707 0.4077
H 3.004 -5.067 0.280 0.4303
H 2.578 -2.857 -0.749 0.4084
H 5.155 0.667 0.592 0.3859
H 6.253 2.374 2.010 0.3943
H 4.902 3.726 3.581 0.3810
H 2.464 3.354 3.751 0.4267
H 1.369 1.643 2.316 0.2307
C -1.644 3.579 -1.542 -1.1055
P -0.833 2.313 -2.554 0.8998
C 0.108 3.281 -3.764 -1.3907
C -2.200 1.554 -3.474 0.5569
C -2.634 0.280 -3.122 0.2458
C -3.696 -0.305 -3.796 -0.7708
C -4.325 0.376 -4.828 -0.4987
C -3.891 1.646 -5.188 -0.6785
C -2.833 2.236 -4.513 -0.6303
H -2.152 4.282 -2.203 0.4935
H -0.901 4.105 -0.940 0.4165
H -2.366 3.103 -0.888 0.1198
H -0.522 4.050 -4.208 0.4701
H 0.483 2.601 -4.524 0.3620
H 0.953 3.755 -3.264 0.4157
H -2.127 -0.271 -2.340 -0.1738
H -4.019 -1.303 -3.522 0.4467
H -5.151 -0.082 -5.358 0.3881
H -4.372 2.175 -6.002 0.3957
H -2.502 3.225 -4.809 0.2402
S 1.734 -1.679 -5.681 -0.4241
C 1.190 -0.558 -4.675 0.2603
N 0.778 0.290 -3.959 -0.6963
```

Computed properties:
- 2S+1: 1
- HOMO-LUMO gap (alpha / beta): 6.13 / 6.13 eV
- ΔE to the lowest compared entry with this formula, charge and spin: 0.00 kJ/mol
- E_HOMO (alpha / beta): -0.2753 / -0.2752 hartree
- Net charge: 0

---

3.
This record from the Open Molecules 2025 dataset describes a structure of composition C34H31BaN7O4S2Se at a distorted geometry. The level of theory is wB97M-V/def2-TZVPD.

Geometry as XYZ:
```
80
Properties=species:S:1:pos:R:3:mulliken_charge:R:1
Ba -0.133 -0.836 0.595 1.3178
C -2.886 2.461 0.062 -0.9884
C -3.189 1.297 0.952 -0.1350
N -2.336 0.357 1.296 0.2001
C -3.001 -0.463 2.208 0.6094
C -4.281 -0.013 2.388 -0.1692
N -4.371 1.088 1.585 0.0871
C -5.479 -0.421 3.192 0.7421
O -5.313 -1.401 3.999 -0.8072
O -6.486 0.279 3.040 -0.7476
C -2.290 -1.625 2.819 0.0171
O -2.912 -2.300 3.710 -0.6027
O -1.120 -1.883 2.451 -0.7304
H -1.980 2.264 -0.513 0.0354
H -2.690 3.361 0.657 0.0270
H -3.711 2.660 -0.629 0.5054
H -5.216 1.630 1.530 0.2172
H -3.934 -1.936 3.837 0.4322
C 3.393 -1.903 -2.577 -1.2575
C 3.072 -0.481 -2.099 0.3762
C 2.350 0.342 -3.144 0.8190
C 3.044 1.241 -3.940 -0.6484
C 2.390 2.011 -4.899 -1.0100
C 1.018 1.885 -5.045 -0.3889
C 0.279 0.991 -4.265 0.5261
C -1.230 0.980 -4.426 -0.7622
C -1.703 0.305 -5.720 -1.1836
C 0.961 0.191 -3.327 -0.4554
N 0.285 -0.722 -2.477 0.6936
C -0.336 -1.728 -2.981 -0.5613
C -1.192 -2.613 -2.233 -0.1003
C -1.921 -3.703 -2.733 -0.8240
C -2.675 -4.202 -1.657 -0.9777
C -2.361 -3.372 -0.563 -0.5908
N -1.472 -2.413 -0.899 0.3198
H 3.920 -2.463 -1.794 0.3877
H 4.016 -1.882 -3.481 0.3213
H 2.472 -2.449 -2.812 0.2077
H 3.990 0.035 -1.809 0.5944
H 2.470 -0.546 -1.195 -0.7097
H 4.114 1.362 -3.778 0.3795
H 2.941 2.731 -5.492 0.3625
H 0.489 2.519 -5.757 0.3958
H -1.581 2.017 -4.420 0.5278
H -1.697 0.492 -3.575 0.1938
H -1.234 0.767 -6.596 0.3256
H -2.791 0.382 -5.834 0.3804
H -1.437 -0.757 -5.724 0.2799
H -0.243 -1.947 -4.050 0.3264
H -1.888 -4.076 -3.752 0.4279
H -3.356 -5.045 -1.657 0.3930
H -2.747 -3.445 0.455 0.4409
S 2.241 -2.644 1.172 -0.0774
C 3.080 -2.357 2.684 0.1869
C 4.073 -3.294 3.098 -0.6673
C 4.804 -3.165 4.265 -0.4552
C 4.604 -2.073 5.115 -0.6218
C 3.662 -1.134 4.749 -0.5782
C 2.903 -1.256 3.566 0.0117
S 1.686 0.027 3.370 0.0969
H 4.233 -4.147 2.446 0.3859
H 5.539 -3.920 4.518 0.3207
H 5.172 -1.955 6.032 0.3423
H 3.484 -0.271 5.384 0.3779
N 3.218 0.552 1.154 -0.6551
C 2.310 0.968 1.962 0.5453
H 3.570 -0.356 1.407 0.3564
Se 1.677 2.481 -0.267 0.1589
N 1.566 2.066 1.598 -0.4219
C 0.506 2.818 2.180 1.1986
C 0.065 2.779 3.494 -0.5633
C -1.017 3.577 3.914 -0.9367
C -1.625 4.419 2.989 -0.2751
C -1.178 4.499 1.670 -0.8035
C -0.079 3.719 1.207 0.2912
N 0.441 3.806 -0.031 -1.0924
H 0.543 2.121 4.208 0.4964
H -1.380 3.508 4.933 0.3667
H -2.463 5.030 3.301 0.3402
H -1.642 5.176 0.961 0.4521
```

Computed properties:
- 2S+1: 1
- HOMO-LUMO gap: 5.10 eV
- ΔE to the lowest compared entry with this formula, charge and spin: 111.51 kJ/mol
- E_HOMO: -0.0358 hartree
- Net charge: -2